C3H3N4 | ωB97M-V/def2-TZVPD

Structure (XYZ):
```
10
Properties=species:S:1:pos:R:3:nbo_charge:R:1
C 1.8590 -0.2211 -2.3027 0.04
C -1.3414 0.2960 1.7220 -0.33
C -0.8335 0.3049 0.6390 -0.20
N 0.7601 0.4563 -1.9661 -0.43
N 2.4994 0.3363 -3.3252 -0.39
N 0.7366 1.4763 -2.8257 -0.17
N 1.7601 1.4038 -3.6203 -0.18
H -1.7642 0.3165 2.6846 0.21
H -0.3576 0.3147 -0.3195 0.28
H 2.1762 -1.1198 -1.7937 0.16
```

For the energy above the lowest of the compared OMol25 structures with the same formula, charge and spin, the calculation gives 112.5 kJ/mol. The total energy is -335.09147 hartree. As for the net charge: -1. As for the spin multiplicity: 1.